# 1
Density functional theory data (ωB97M-V/def2-TZVPD) for a structure of composition C22H29N3P2Rh.

⟨S²⟩: 6.061
E_LUMO (spin up / spin down): -1.908 / -4.726 eV
multiplicity: 5
E_tot: -49331.5303 eV
net charge: +1
largest force on an atom: 0.063 hartree/bohr

Each line ends with the Mulliken charge.
Cartesian coordinates (Å):
C -1.699678 2.899532 -3.717651  -0.9541
C -1.381384 1.751722 -3.005507  0.4716
C -0.008106 1.419043 -2.881948  0.8483
C 1.006158 2.344544 -3.213065  0.2853
C 0.663418 3.495458 -3.936499  -1.1437
C -0.692793 3.751839 -4.193519  -0.5478
C 2.322580 1.947156 -2.662827  -0.5085
C 2.642930 0.531196 -2.967694  0.2892
C 1.576003 -0.334615 -2.644079  0.9041
C 1.764868 -1.734171 -2.536640  0.3922
C 2.966630 -2.253829 -3.000998  -1.0118
C 3.984685 -1.414797 -3.474051  -0.5770
C 3.843213 -0.015038 -3.450964  -1.1555
H -2.757087 3.108482 -3.892605  0.4238
H 1.456073 4.171071 -4.296004  0.4323
H -0.978913 4.642214 -4.754960  0.3916
H 3.123154 2.620611 -2.976755  0.5906
H 3.090849 -3.336504 -2.997197  0.4273
H 4.912204 -1.853180 -3.851031  0.3817
H 4.644741 0.654966 -3.808999  0.4295
N 0.327905 0.182834 -2.382188  -0.1491
Rh -0.010880 0.197602 0.044411  -0.7084
C -2.384644 0.805102 -2.407871  -1.1805
H -2.256449 -0.215002 -2.793942  0.3389
H -3.408899 1.123498 -2.620661  0.5934
C 0.627199 -2.546194 -2.015489  -1.1680
H -0.278315 -2.411954 -2.620407  0.3756
H 0.876018 -3.608678 -2.023218  0.5881
P -2.143833 0.687639 -0.570598  1.2320
P 0.161023 -2.032169 -0.287648  1.1983
C 1.357820 -3.049307 0.673313  -1.3376
H 1.091537 -3.057670 1.739433  0.4211
H 1.396041 -4.084313 0.300359  0.4262
H 2.348169 -2.592349 0.564300  0.4311
C -1.386316 -3.021817 -0.061702  -1.4681
H -1.165934 -4.103715 -0.085945  0.4708
H -1.844765 -2.783749 0.909932  0.3995
H -2.102856 -2.795983 -0.865217  0.2916
C -2.587700 2.393705 -0.062666  -1.4395
H -3.485302 2.747390 -0.592938  0.4333
H -2.763379 2.422878 1.021676  0.4672
H -1.739755 3.046416 -0.306929  0.3685
C -3.591190 -0.289558 0.003883  -1.3020
H -3.541060 -0.385161 1.098546  0.3165
H -4.532469 0.221583 -0.263500  0.4532
H -3.586900 -1.294050 -0.442828  0.3157
H 2.109457 1.894315 -1.506489  0.0262
H 1.360123 -0.596840 0.403529  -0.0144
N -0.663519 -0.773464 2.844076  -0.0832
C -1.074262 -0.332302 4.045799  -0.0691
C -1.223040 1.033651 3.945057  -1.0297
C -0.879891 1.383304 2.633136  -0.5653
N -0.527936 0.250584 1.967518  0.3737
H -0.471775 -1.748352 2.595980  0.1078
H -1.257580 -1.005230 4.877519  0.4587
H -1.542826 1.724795 4.704354  0.4051
H -0.849862 2.351861 2.156811  0.6534

Forces on atoms 1 to 6 (eV/Å):
C -0.15 -0.12 0.36
C 0.43 -0.27 -0.28
C 0.25 -0.24 0.48
C -0.93 0.36 -0.83
C 0.22 -0.34 0.43
C 0.13 0.02 -0.09

=====

# 2
Density functional theory data (ωB97M-V/def2-TZVPD) for the ion C22H29N4 with charge +1.

E_LUMO: -3.063 eV
E_tot: -29235.4437 eV
energy relative to the best compared isomer or geometry (same formula, charge and spin): 3.674 eV
net charge: +1
SMILES: C=N[N+](C)(C)C(c1ccc2c(c1)CCN2C)c1ccc2c(c1)CCN2C
largest force on an atom: 0.091 hartree/bohr

Each line ends with the Mulliken charge.
Cartesian coordinates (Å):
C 1.774837 0.220212 3.143613  -0.2200
N 0.624650 0.777014 3.307175  -0.5404
N -0.498710 -0.005469 3.998675  1.2003
C -0.526287 -1.322120 3.289177  -1.8847
C -1.829524 0.625027 3.580589  -0.9129
C -0.149840 0.022890 5.365415  0.5858
C -0.219463 1.466091 5.969876  1.0223
C 0.442246 1.654467 7.205900  -1.0794
C 0.437531 2.865445 7.891766  -1.7627
C -0.192589 3.955553 7.288226  0.2782
C -0.771332 3.821745 6.008831  0.2265
C -0.778491 2.598780 5.359414  0.1984
C -1.325447 5.143741 5.593421  -0.7311
C -1.011451 6.092572 6.778571  -0.6983
N -0.351225 5.232127 7.743108  0.0290
C 0.091940 5.773274 8.999308  -1.0123
C -0.599268 -1.133898 6.292758  0.3612
C -0.896222 -0.932186 7.660383  -0.5284
C -0.779581 -1.939149 8.612858  -1.4393
C -0.512046 -3.251963 8.170463  0.0714
C -0.425668 -3.500598 6.786241  0.1483
C -0.432041 -2.473061 5.883463  -0.4211
C -0.139549 -4.942028 6.531344  -0.7491
C -0.050272 -5.548278 7.954339  -0.7127
N -0.255647 -4.409438 8.843765  0.0517
C -0.211575 -4.609116 10.267061  -0.9864
H 2.613378 0.839481 2.828796  0.3328
H 1.964413 -0.863926 3.260160  0.2239
H -0.659198 -1.071618 2.233774  0.4521
H 0.401581 -1.876266 3.421194  0.5302
H -1.394081 -1.880979 3.643503  0.7197
H -2.253338 -0.060796 2.826915  0.2971
H -2.523063 0.690992 4.433971  0.3361
H -1.645807 1.574117 3.079360  0.5490
H 0.945626 -0.169526 5.375360  0.1381
H 0.959168 0.815778 7.651231  0.5605
H 0.864674 2.967413 8.881912  0.2605
H -1.276337 2.606723 4.394274  0.2183
H -2.409830 5.134603 5.418390  0.3071
H -0.843190 5.521849 4.682886  0.2576
H -1.916048 6.538739 7.226337  0.3531
H -0.350957 6.926098 6.480903  0.3180
H 0.272797 4.971653 9.721735  0.3170
H 1.013006 6.368783 8.890618  0.3009
H -0.682936 6.449358 9.387043  0.3129
H -1.213388 0.059535 7.979122  0.7038
H -0.855962 -1.755305 9.683063  0.2880
H -0.299382 -2.794162 4.863421  0.5330
H -0.929596 -5.442121 5.949043  0.2880
H 0.814005 -5.068520 5.995649  0.2909
H 0.924889 -6.031470 8.134683  0.3628
H -0.830511 -6.312379 8.110161  0.3287
H -0.174704 -3.649090 10.784316  0.3070
H -1.088790 -5.171990 10.615023  0.3119
H 0.671902 -5.200329 10.538597  0.3070

Forces on atoms 1 to 6 (eV/Å):
C -1.97 -0.51 0.30
N 1.02 0.77 -0.02
N 0.31 -0.29 -4.45
C -0.24 -0.32 -0.37
C -0.44 -0.62 -0.50
C 1.79 0.50 4.31

=====

# 3
Density functional theory data (ωB97M-V/def2-TZVPD) for a structure of composition C22H29NO7PPbS3.

⟨S²⟩: 0.755
E_LUMO (spin up / spin down): -7.190 / -8.943 eV
multiplicity: 2
E_tot: -86133.5435 eV
energy relative to the best compared isomer or geometry (same formula, charge and spin): 1.949 eV
net charge: +2
largest force on an atom: 0.003 hartree/bohr

Each line ends with the Mulliken charge.
Cartesian coordinates (Å):
Pb 0.760542 -0.303773 -3.313888  0.7985
C -5.897074 -3.311037 1.048401  -1.4688
C -4.606262 -2.563159 1.218620  0.9051
C -3.438821 -3.219242 1.602661  -0.8205
C -2.249957 -2.524267 1.777907  -0.5545
C -2.231929 -1.151917 1.581720  0.0216
C -3.379539 -0.472939 1.193266  -0.5422
C -4.555284 -1.183361 1.009107  -0.6357
S -0.687814 -0.273421 1.725558  0.7210
C -0.837332 0.266803 3.426604  -1.1496
O -0.822145 0.962833 0.881217  -0.4668
H -5.748995 -4.386097 1.121006  0.3817
H -6.355848 -3.090484 0.084505  0.3573
H -6.609695 -3.016567 1.820185  0.3370
H -3.460215 -4.289161 1.765026  0.3650
H -1.346627 -3.052263 2.060251  0.4964
H -3.334826 0.595836 1.026466  0.4256
H -5.454828 -0.659829 0.709964  0.4312
H -1.730823 0.881872 3.520590  0.3856
H 0.054557 0.843536 3.665242  0.3642
H -0.901085 -0.610514 4.067780  0.4314
O -1.732665 1.041087 -1.649585  -0.3129
C -0.731479 1.958406 -1.645904  0.9111
N 0.450538 1.663566 -2.046650  -0.3820
S 1.420966 3.094413 -2.094456  0.9774
O 2.459725 2.959631 -1.134780  -0.5084
O 1.711620 3.275223 -3.477458  -0.6180
C 0.109831 4.114757 -1.497320  0.1387
C 0.128569 5.462801 -1.235076  -0.7039
C -1.052313 6.021376 -0.743797  -0.5564
C -2.187199 5.247300 -0.523026  -0.8201
C -2.186382 3.883428 -0.786352  -0.4025
C -1.017165 3.329610 -1.279145  0.5188
H 1.007722 6.067407 -1.405409  0.5074
H -1.084595 7.081204 -0.533096  0.4452
H -3.081755 5.716203 -0.138639  0.4451
H -3.061279 3.274585 -0.607567  0.5388
C 5.245007 0.342948 -1.438167  -0.9492
C 4.487477 -0.597395 -2.339610  -0.0837
O 3.683780 -1.547576 -1.572076  -0.4259
P 2.209733 -1.182706 -1.140579  -0.0521
O 2.188039 -0.033598 -0.095346  0.7517
C 2.785346 -0.116692 1.252510  -0.3791
C 2.749909 1.268871 1.840171  -1.1238
O 1.721091 -2.469449 -0.390018  -0.0966
C 1.946111 -3.832104 -0.884773  -0.2505
C 1.158100 -4.767542 -0.009231  -1.1885
H 5.892058 0.970242 -2.050693  0.4250
H 5.872157 -0.214672 -0.744172  0.3259
H 4.570981 0.998075 -0.885108  0.1076
H 5.148865 -1.220504 -2.936766  0.3487
H 3.830976 -0.044446 -3.024750  0.1100
H 3.802942 -0.493870 1.145146  0.4807
H 2.191808 -0.832963 1.816621  0.3116
H 3.376000 1.952227 1.272592  0.2970
H 3.114948 1.235322 2.866842  0.4391
H 1.732154 1.659128 1.833402  0.1560
H 3.016936 -4.020415 -0.840276  0.2864
H 1.621568 -3.878730 -1.926973  0.3440
H 1.496932 -4.703404 1.023396  0.3155
H 1.305066 -5.790291 -0.354226  0.4315
H 0.093478 -4.539117 -0.050408  0.2477
S -2.172444 -1.555654 -1.662177  0.1879
C -1.389176 -0.219518 -1.899230  0.0211

Forces on atoms 1 to 6 (eV/Å):
Pb -0.01 0.00 0.03
C -0.01 0.01 -0.01
C 0.00 -0.05 0.00
C -0.02 -0.01 0.00
C 0.00 0.03 -0.03
C 0.04 -0.06 0.01

=====

# 4
Density functional theory data (ωB97M-V/def2-TZVPD) for a structure of composition C22H29OSn.

E_LUMO (spin up / spin down): -5.441 / -4.083 eV
E_tot: -31151.5623 eV
net charge: +1
largest force on an atom: 0.090 hartree/bohr

Each line ends with the Mulliken charge.
Cartesian coordinates (Å):
C 1.447190 -2.677597 0.975913  0.2291
C 2.378367 -1.929518 0.197909  0.3656
C 1.871866 -1.849633 -1.127771  0.7806
C 0.598224 -2.486817 -1.156859  0.9722
C 0.338796 -3.008015 0.142139  0.5135
Sn 0.043630 0.172096 1.610102  0.5031
C -2.388427 2.207806 0.398093  1.7976
C -2.447198 1.732622 1.723794  -0.7304
H -2.597995 2.430531 2.547635  0.3768
C -2.205950 0.366054 2.095171  -1.0507
H -2.640393 -0.454117 1.502827  0.3581
H -2.195880 0.113178 3.168089  0.5069
C -2.920246 3.587763 0.107688  -1.6001
H -2.570229 4.306275 0.856721  0.3863
H -2.555263 3.892372 -0.868278  0.4223
H -4.010697 3.637986 0.075017  0.3968
C -2.746275 1.194109 -0.678513  -1.4826
H -2.077499 0.321803 -0.674099  0.1465
H -3.770966 0.780562 -0.587238  0.3852
H -2.673031 1.636508 -1.668961  0.4415
C 3.632204 -1.310995 0.677209  -1.6956
H 3.613498 -1.144755 1.763406  0.3426
H 4.493876 -1.961774 0.457426  0.3475
H 3.816015 -0.346765 0.181211  0.3650
C 2.553092 -1.172245 -2.251188  -1.4613
H 2.536003 -0.076469 -2.141141  0.3275
H 3.609778 -1.475884 -2.294832  0.4438
H 2.080885 -1.427220 -3.204397  0.3686
C -0.294502 -2.602350 -2.330767  -1.5430
H -0.202145 -1.732090 -2.994320  0.3539
H -0.051623 -3.497856 -2.924800  0.3602
H -1.344172 -2.690337 -2.019192  0.3589
C -0.861880 -3.768807 0.550528  -1.7650
H -1.748184 -3.450489 -0.015179  0.3795
H -0.721556 -4.845684 0.361614  0.3093
H -1.068984 -3.649270 1.622835  0.3941
C 1.621401 -3.051880 2.400359  -1.4032
H 0.669971 -3.358041 2.855481  0.3093
H 2.313387 -3.906699 2.482642  0.3491
H 2.049646 -2.232533 2.995129  0.3144
C 0.138157 1.624862 -0.060154  -0.4676
C -0.378968 2.902053 0.210309  0.0994
C 0.373377 1.272216 -1.374544  0.0591
C 0.066658 3.967158 -0.655842  -0.9124
H -0.297444 3.011811 1.345522  0.3911
C 0.401947 2.294912 -2.358133  -0.7903
H 0.443870 0.226807 -1.637065  0.4466
C 0.372644 3.636140 -1.984957  -0.3951
H 0.083318 5.013755 -0.348812  0.4444
H 0.569030 1.971833 -3.397508  0.4476
H 0.526129 4.394046 -2.759982  0.4151
O 1.288849 1.901668 4.597383  -0.1428
C 0.837703 1.510899 3.612390  0.2309

Forces on atoms 1 to 6 (eV/Å):
C -0.74 -0.16 -0.21
C -0.53 0.71 -2.43
C 1.87 0.54 2.45
C -1.15 -1.18 1.83
C 0.13 0.85 -1.07
Sn 0.61 -1.25 -1.19

=====

The highest net charge belongs to which entry? C22H29NO7PPbS3